Record 1
6 unconnected molecules or ions with the total composition C48H99N5O8. Source: the OMol25 dataset; level of theory: the ωB97M-V functional and the def2-TZVPD basis.

Output
expectation value of S²: 0.75

```
! wB97M-V def2-TZVPD RIJCOSX def2/J DEFGRID3
* xyz -1 2
H -1.1356 -1.1216 1.2718
H -2.6731 -6.2689 5.7764
O 2.8173 4.2062 -0.4943
H 7.5486 -5.0870 1.5912
H 0.6852 0.5457 0.6258
H 2.4438 0.0467 -4.6754
H -1.9046 4.8195 3.4926
H 4.0621 -0.3218 -9.5934
H 3.5838 2.0258 -7.8570
H 1.8682 8.2423 -1.4189
H 5.0528 -3.6613 -7.9420
H 0.3437 3.0228 -1.9233
H -3.6453 -2.0776 5.6378
H -2.6622 0.6493 2.2669
C -2.9774 1.6907 2.3315
H -5.1643 -1.6493 4.9472
H -5.7373 1.7088 4.4210
C -3.2680 -2.4856 3.0923
H -1.4690 -3.7653 -1.2937
H 2.9507 3.0751 -3.1409
H 5.3424 1.0270 -6.1338
H -1.9145 4.3896 1.8171
H -4.9155 2.7182 2.3410
N 0.9270 -2.1503 -1.2520
H 0.3616 8.0364 -3.1922
C -1.2013 -1.0609 -1.3552
C -1.2054 -3.3784 -0.3093
H -6.1804 -5.9633 3.7216
H -5.2201 4.0945 4.4236
H 3.3172 4.5890 -3.8584
H -3.6096 2.5178 7.3708
C -3.7731 2.6093 5.1181
O -3.5535 -5.3227 3.0150
O 5.5520 -3.3695 1.1487
H -6.3610 -3.6353 3.6318
H -5.4364 -5.3724 7.0954
H 3.4533 -2.1805 -4.9045
C -0.1863 -1.5305 0.9256
H 5.5517 -0.6290 -5.8312
H -0.3472 2.0287 1.9326
C -5.2948 -3.2962 6.3008
N -3.9307 -4.5724 4.1846
C 3.3657 -1.9275 -1.4943
C 2.5064 -2.6376 -6.8962
C 2.7377 6.9183 0.5190
C -3.6375 -6.6651 5.4587
O 0.8142 -2.7200 -2.4766
C 5.4577 -4.8042 1.2484
C 3.5092 -2.0143 -7.8892
H 3.6574 4.6035 -0.2536
C 2.1896 -0.8776 0.4861
C 6.6065 -5.0972 2.1393
H 0.2735 6.6953 1.1130
O -1.5682 3.1032 5.5389
H -3.1345 1.0152 6.6187
C -4.6691 1.7261 4.2052
H 2.8206 -3.4965 -9.4541
H 2.0078 -2.0198 -9.5657
C 1.1160 7.4732 -1.2434
N -2.3907 2.4108 4.6759
H -0.5528 4.5287 -1.8328
H -3.3419 4.3069 2.6830
C 0.8900 -0.4050 1.1180
C -0.3250 -2.0259 -0.5237
H -1.3784 -1.2863 -2.4069
C 2.0598 -1.1877 -1.1148
C -2.0400 2.5679 3.2670
H 3.6878 -2.0834 -10.1166
H 3.2313 -2.2806 -2.5167
H 1.0384 0.2066 -2.6195
H 0.9835 5.8716 -4.2696
H 3.0203 -0.2300 0.7665
H 2.3534 6.5852 -3.3341
H 2.7206 -3.6683 -6.6133
H -6.2744 -3.3738 5.8292
H 3.6675 7.2234 0.0388
C 1.8489 0.2440 -1.8915
C -4.3464 -3.1963 3.8864
H 0.2483 2.4692 3.5050
H -4.3815 -5.4083 2.5367
H -4.7294 1.2473 6.8395
H -3.6191 4.6636 4.8042
C 2.4865 4.0102 -3.4545
H -4.9234 0.9382 2.1854
H -3.8966 -4.8581 7.1332
C 2.3300 -0.4024 -5.6620
C 4.9110 -2.6550 -7.5478
H -6.1905 -7.0265 5.2122
H 5.7544 -2.0827 -7.9342
O 4.3373 0.0087 -8.7352
C 0.1971 3.9872 -2.4096
H -0.4196 3.8665 -3.3003
H 3.0466 6.0596 1.1150
H 1.5728 -2.5644 -7.4541
O 6.5348 -3.9304 3.0236
C 1.5697 4.7742 -2.5333
H 4.7309 0.3501 -4.6498
H -6.6914 -5.4138 5.2053
N 2.2229 5.2074 -1.2624
H 1.3750 -3.4806 -2.3077
H 1.3014 -0.2486 -5.9881
C -4.4492 1.7904 2.6723
H -0.5268 6.6374 -2.5575
H -2.8422 2.1152 1.3367
C 2.9955 -2.4259 -9.3475
C 1.3700 6.1182 -3.2807
H 1.3143 0.9947 -1.3094
H 3.4777 -2.8350 -0.9010
H -4.8161 4.2483 6.1491
H -3.6279 -1.5218 2.7322
C -4.7619 -4.7825 6.4748
H 5.7725 -5.3939 0.3875
H -2.1923 -3.2529 0.1361
H -0.7467 2.6338 5.7010
H -3.9127 -7.3422 6.2673
H -0.7380 -0.0821 -1.4796
H 4.2771 -1.3314 -1.5398
H -5.5092 -3.6446 2.0407
C -0.6008 2.0169 2.9926
H -3.4776 -7.1496 4.4954
C -4.4205 4.0163 5.1602
H 1.6279 -2.2113 -4.9303
H 0.3314 8.0052 -0.7054
H 0.8833 5.0382 1.1630
O 6.0237 -1.7229 2.7115
C 6.0394 -2.9034 2.3292
C 3.4849 0.1729 -6.5330
C 4.8152 0.1669 -5.7210
H 2.0761 1.3625 -7.6117
H 0.0815 -2.3284 1.6183
N 3.4229 -0.5956 -7.7885
C 0.4507 7.1161 -2.6151
H -2.1587 -0.8251 -0.8905
C 2.5447 -1.9751 -5.4706
C -5.6361 -3.1302 2.9933
C -4.5318 -2.5081 5.1722
H -5.4288 -2.8551 7.2885
H 1.0959 -0.2056 2.1696
C -5.9271 -6.0624 4.7771
H 2.7219 2.3032 -6.2518
C 2.9784 1.6090 -7.0520
H 4.5140 -5.1531 1.6679
C -2.2828 4.0739 2.7932
C -4.5801 -5.5389 5.1779
H 5.1420 -2.6377 -6.4827
H -2.7683 -3.0416 2.2991
H -4.3959 0.6876 4.3926
H -0.5575 0.9618 3.2630
H -0.4242 5.4400 0.0002
H -0.6606 -4.2097 0.1381
C -3.8534 1.8323 6.5593
H 2.6784 0.7159 -2.4180
C 1.6243 6.2506 -0.3934
H -2.4010 -2.3028 3.7272
C 0.4656 5.8064 0.5121
H 1.8996 3.7864 -4.3453
H 2.4331 -1.7642 1.0716
H -5.9159 -2.1369 2.6426
H 6.4278 -5.9442 2.8016
H 2.4073 7.7769 1.1036
*
```

Mulliken atomic charge list, values in e, 8 entries: -0.664 0.492 -0.386 0.415 -0.436 -0.348 0.496 0.376

Record 2
7 unconnected molecules or ions with the total composition C49H107N5O7. Source: the OMol25 dataset; level of theory: the ωB97M-V functional and the def2-TZVPD basis.

Output
ΔE to the lowest compared entry with this formula, charge and spin: 280.1 kJ/mol
expectation value of S²: 0.76

```
! wB97M-V def2-TZVPD RIJCOSX def2/J DEFGRID3
* xyz 1 2
H -21.6280 7.1089 -20.2396
O -26.3195 14.4242 -23.0890
H -29.2391 9.2740 -15.3747
H -30.1018 14.3376 -19.8265
C -30.4156 17.3519 -20.1428
O -22.5193 4.4526 -14.7947
H -29.7446 14.6742 -13.4911
H -30.7159 15.8567 -17.1643
H -24.7249 12.2234 -16.9303
H -25.8310 8.9152 -19.9618
H -24.5946 8.8037 -18.7545
C -22.5611 12.2471 -18.9136
H -23.7847 14.5920 -19.5307
C -22.1587 8.2709 -27.0276
H -26.9156 12.8281 -24.7906
C -24.3877 13.7699 -19.9163
H -22.3017 9.6954 -19.1199
H -22.4426 11.7399 -17.9561
C -24.0956 12.5253 -19.0057
H -22.1472 9.7104 -20.8901
C -24.7493 8.8916 -19.8299
H -29.0626 17.7730 -16.3239
H -28.7832 9.6105 -11.5319
H -23.7908 13.7729 -17.2991
H -30.4499 16.6726 -22.2960
H -24.3585 8.0150 -20.3467
H -31.9234 15.9566 -20.7484
C -28.6504 11.3885 -15.7978
H -24.1219 11.1829 -22.3085
H -27.5242 17.9843 -17.1484
H -25.3966 14.0617 -20.2078
H -23.0595 7.1528 -13.7148
C -21.9394 8.5785 -24.5138
H -20.4659 7.8489 -28.4546
H -22.0221 13.1844 -18.7757
H -18.4473 5.0419 -15.8892
H -25.5393 12.6895 -22.7922
H -18.3934 7.0921 -16.8348
C -27.6717 15.7557 -18.7663
H -30.6268 13.3482 -13.9854
H -20.0201 6.6648 -24.9282
H -25.3455 12.2185 -25.3692
H -23.8708 13.6305 -20.8658
N -21.4586 5.1977 -15.2940
H -21.9354 6.5018 -21.9274
H -29.3074 8.4515 -12.7966
H -21.3281 6.8984 -13.3670
C -24.5454 13.0525 -17.6148
H -25.7859 13.9346 -25.5403
H -20.0292 3.1757 -14.4434
H -28.4628 11.1833 -16.8518
H -25.4739 10.2129 -22.0782
H -19.4630 2.5706 -15.9381
H -27.8883 15.2983 -19.7317
C -24.1879 10.2654 -20.3153
H -29.5988 14.5371 -17.4253
H -22.4174 8.3148 -23.5703
O -28.7118 11.9819 -11.6563
C -21.4697 4.1380 -17.4955
C -28.3481 12.9388 -13.7681
H -20.4883 8.3991 -16.0812
C -21.6614 6.6710 -15.4121
C -28.6870 9.3208 -12.5783
H -20.3341 8.3166 -21.8775
H -22.2125 9.3346 -27.2594
H -21.9869 3.4251 -25.2108
C -21.9331 4.0518 -26.1010
C -20.2870 7.3905 -15.7203
C -27.7937 12.5134 -15.1126
H -22.3575 6.9119 -17.4996
H -20.5748 4.7811 -21.3889
H -26.4563 10.9822 -18.7699
C -21.1721 6.0337 -27.3722
N -29.3627 17.5103 -19.0643
H -22.0151 5.7756 -28.0132
H -19.3561 7.4384 -20.6276
H -22.5349 5.7150 -23.7810
C -31.1784 18.7034 -20.2262
C -20.6769 4.4375 -16.1892
H -26.8827 16.4811 -18.9645
O -20.8899 5.2686 -20.6242
N -24.7681 11.2962 -19.3748
H -20.2736 5.5601 -27.7677
N -28.4564 11.6939 -12.9722
H -25.5410 13.4784 -17.7389
C -29.6372 13.7865 -14.1145
H -27.1478 15.0677 -18.1027
H -26.2453 13.4381 -13.1416
C -28.2512 17.2412 -16.8208
C -28.8570 16.5089 -18.1244
C -25.3510 13.4321 -23.5675
C -20.2833 5.6071 -24.9158
H -21.9826 8.3659 -14.1189
H -29.0702 16.1561 -21.3928
C -28.7182 10.1186 -14.9238
C -19.2752 5.1774 -16.5852
N -22.5784 6.4219 -25.5013
H -27.6638 9.8514 -14.9943
H -29.3358 17.9054 -22.0360
C -30.7421 14.9542 -19.1957
H -31.0921 10.0535 -14.3954
H -24.3093 13.7497 -23.5223
H -27.8874 13.4452 -15.6704
C -20.0569 7.3496 -21.4577
H -21.1516 2.4907 -15.2504
H -32.1301 18.6194 -20.7510
C -24.1410 8.3809 -25.6535
H -22.2250 3.3837 -17.2746
H -27.1122 14.8722 -13.6993
H -22.1044 11.7990 -20.9550
H -22.9991 8.1090 -16.3691
C -22.7664 7.0521 -16.4990
H -21.8757 9.6451 -24.7292
C -30.6820 10.4182 -13.4536
C -31.4521 16.2110 -19.7990
C -24.4356 10.2966 -21.7571
H -30.5663 19.5043 -20.6409
H -22.0528 4.9666 -17.8973
O -26.0994 11.4328 -19.5388
H -22.9532 7.9657 -27.7087
C -27.2318 13.8914 -13.2391
H -18.9345 4.7919 -17.5461
C -25.8554 13.0579 -24.8965
C -22.6472 10.1707 -20.0379
H -20.1310 8.0164 -26.8396
C -22.6659 7.8790 -25.6575
H -27.8436 11.8366 -11.2733
H -19.7164 6.7659 -17.8191
C -21.8361 11.4316 -19.9645
C -22.0455 7.2780 -14.0945
H -27.6304 9.0879 -12.7099
H -20.8787 3.8049 -18.3486
H -22.8179 3.9232 -26.7243
H -24.8193 7.9355 -26.3812
H -20.7482 11.3742 -19.9993
H -31.0182 11.4510 -13.3624
C -29.1883 10.4618 -13.5013
H -24.2218 9.4618 -25.7683
H -26.7275 12.3699 -15.2880
H -29.6835 11.7313 -15.7410
H -19.6394 7.6579 -14.8853
H -23.9210 9.5114 -22.3110
H -20.5076 5.2482 -23.9113
C -19.4029 6.6849 -16.7783
C -20.2962 3.1189 -15.4987
H -23.7715 6.7110 -16.2506
H -31.1760 9.7842 -12.7174
H -22.3274 4.4671 -13.8542
H -27.9784 18.3454 -19.9155
C -21.2645 6.5015 -21.0684
C -29.7278 17.0105 -21.5527
H -29.6302 14.0623 -15.1690
H -19.3633 5.2171 -25.3512
H -31.5000 14.1934 -19.0090
H -27.4983 14.2581 -12.2479
H -27.6910 16.5953 -16.1446
O -28.5479 18.6600 -19.2096
O -23.2493 5.9203 -24.3885
H -19.5588 6.7195 -22.1947
C -20.8971 7.5903 -27.4875
H -24.5738 8.0013 -24.7279
H -27.2123 14.0894 -22.9778
H -20.8630 8.4910 -24.3660
H -32.1941 16.5672 -19.0844
H -21.1338 3.5147 -26.6116
H -31.5689 19.1673 -19.3204
C -21.4852 5.5389 -25.8947
C -30.0132 15.4353 -17.8832
*
```

Mulliken atomic charge list, values in e, 8 entries: -0.200 -0.536 0.558 0.356 1.079 -0.493 0.465 0.636

| no. | strongest force on any atom (Eh/bohr) | E_tot (eV) |
| --- | --- | --- |
| 1 | 0.076 | -75199.9073 |
| 2 | 0.073 | -74311.0023 |